(1)
Here is an isolated molecule of C4H6N2S in a non-equilibrium geometry from the Open Molecules 2025 dataset. Energies are from ωB97M-V/def2-TZVPD.

XYZ file:
```
13
Properties=species:S:1:pos:R:3:forces:R:3:nbo_charge:R:1
H 2.191762 0.033310 0.614538 -1.479 0.998 -1.581 0.225
N 0.151689 0.517819 -0.118484 -0.317 -1.164 0.821 -0.280
H -2.856207 1.651183 -0.060772 -0.240 1.206 0.109 0.217
H -0.698122 -2.550060 0.186519 -1.372 -2.832 0.304 0.194
H 1.925084 0.893886 -1.052186 0.924 -0.439 -1.140 0.208
C -1.938729 1.127909 -0.022563 0.083 -1.949 -0.290 -0.107
H 1.686687 1.811122 0.423448 -0.119 -1.965 -0.789 0.224
S -2.164031 -0.663951 -0.055775 1.025 1.901 0.264 0.259
H 1.119470 -2.381524 0.204387 -0.058 0.430 -0.379 0.218
C 0.131223 -1.995800 -0.021320 1.273 2.017 0.813 -0.584
N -0.737831 1.548152 -0.062279 -0.411 0.423 0.040 -0.219
C 1.570913 0.751108 -0.070029 0.621 2.218 3.171 -0.416
C -0.381905 -0.743148 0.034514 0.069 -0.844 -1.343 0.062
```
Positions in Å, forces in eV/Å.

Properties
- 2S+1 = 1
- HOMO level (eV) = -7.516
- SMILES = C=C1SC=NN1C


(2)
Here is an isolated molecule of C4H6N2S in a non-equilibrium geometry from the Open Molecules 2025 dataset. Energies are from ωB97M-V/def2-TZVPD.

XYZ file:
```
13
Properties=species:S:1:pos:R:3:forces:R:3:nbo_charge:R:1
N 0.012187 0.186861 -1.185088 0.282 1.566 0.208 -0.158
H -0.646112 -0.497706 -2.711386 -0.728 0.641 -2.658 0.309
C -0.269800 1.407696 -1.508123 0.349 -0.242 0.430 0.034
S -0.212971 2.598345 -2.497969 -0.023 0.479 -0.325 0.153
C -0.028171 -0.804825 1.028058 -0.618 0.755 0.527 -0.194
N -0.553363 -0.819850 -1.806155 0.544 -1.809 2.158 -0.593
C -0.342639 -0.265166 2.182712 0.591 1.504 0.534 -0.379
H 0.079535 0.775909 2.322989 -0.913 -1.223 0.796 0.184
H -0.970098 -0.849721 2.880982 0.528 0.964 -0.138 0.217
H 1.107056 0.844297 0.569297 0.364 -0.075 -1.016 0.227
H -0.518022 -1.734275 0.942426 0.175 -1.270 -1.391 0.223
C 0.815708 -0.057397 0.012653 -2.407 -0.939 1.759 -0.259
H 1.526689 -0.784167 -0.230395 1.855 -0.351 -0.884 0.236
```
Positions in Å, forces in eV/Å.

Properties
- 2S+1 = 1
- HOMO level (spin up / spin down) (eV) = -7.642 / -7.500


(3)
Here is an isolated molecule of C4H6N2S2 in a non-equilibrium geometry from the Open Molecules 2025 dataset. Energies are from ωB97M-V/def2-TZVPD.

XYZ file:
```
14
Properties=species:S:1:pos:R:3:forces:R:3:nbo_charge:R:1
H 2.147279 -0.185289 -0.027750 0.461 -0.086 0.122 0.225
C -0.698779 0.292682 1.424378 -0.256 0.270 -0.365 0.277
H -1.557356 1.801831 0.265058 0.881 -0.628 0.212 0.432
S -1.167368 -1.255246 -1.466562 0.026 0.201 0.027 0.021
H 0.983557 -0.275475 -2.185735 -0.461 0.000 0.566 0.234
N -0.710118 1.238969 0.425660 -0.857 0.367 0.231 -0.606
H 0.552824 -1.295616 1.746334 0.036 -0.286 0.218 0.425
N 0.420916 -0.453459 1.229960 0.075 0.266 -0.227 -0.597
H -0.626847 -2.436165 -1.156297 0.047 -0.123 0.035 0.125
C 0.306936 1.018655 -0.544569 0.397 0.596 -0.492 -0.056
S -1.832149 0.091646 2.608051 0.098 0.034 -0.071 -0.224
H 0.780480 1.896428 -1.020355 -0.368 -0.564 0.483 0.227
C 0.319694 -0.292913 -1.302708 0.323 -0.227 -0.586 -0.418
C 1.080931 -0.146048 0.004534 -0.403 0.180 -0.154 -0.063
```
Positions in Å, forces in eV/Å.

Properties
- 2S+1 = 1
- HOMO level (eV) = -8.297
- SMILES = S=C1N[C@@H]2[C@H](S)[C@@H]2N1


(4)
Here is a structure of composition C4H6N2Se in a non-equilibrium geometry from the Open Molecules 2025 dataset. Energies are from ωB97M-V/def2-TZVPD.

XYZ file:
```
13
Properties=species:S:1:pos:R:3:forces:R:3:nbo_charge:R:1
N -1.526036 0.266726 0.711668 -1.194 0.457 -0.279 -0.517
H 1.593981 0.745837 1.132862 -1.234 0.111 0.153 0.447
C -0.396061 0.721741 0.423184 1.575 1.054 -5.954 0.490
H -2.260811 -0.665853 2.507167 1.920 1.692 -0.515 0.224
C -0.089517 0.098084 2.437691 0.219 0.400 0.083 -0.140
Se 0.289828 1.360152 -2.127405 -0.763 -2.493 2.882 0.062
H -0.027134 -1.373560 -2.646001 -1.167 -0.471 0.961 0.222
H 1.680122 -0.852232 -2.591389 -0.830 0.246 0.150 0.210
N 0.582540 0.622714 1.287790 0.896 -0.331 2.363 -0.605
H 0.346547 0.035551 3.436951 0.034 -0.139 -0.674 0.228
H 0.568024 -0.342365 -3.807760 0.026 0.295 -2.002 0.208
C 0.626136 -0.560682 -2.791454 1.961 1.727 1.031 -0.740
C -1.387619 -0.056115 2.026696 -1.444 -2.547 1.801 -0.089
```
Positions in Å, forces in eV/Å.

Properties
- 2S+1 = 1
- HOMO level (eV) = -8.660


Energy relative to the best compared isomer or geometry (same formula, charge and spin) values, unit kcal per mole, following the record order: 66.2; 127.1; 18.9; 61.6.